No. 1
Computed, not measured: a cluster of 2 separate species, CH2INO2S in total in a non-equilibrium geometry, with ωB97M-V/def2-TZVPD.

Last column: Löwdin charge in e.
CARTESIAN COORDINATES (ANGSTROEM)
C -0.09 -0.54 0.13  -0.3678
N -1.80 0.87 0.87  0.0902
O -2.72 0.73 0.19  0.0318
O 1.05 1.36 -1.07  -0.5834
S 1.21 0.61 0.13  0.3475
I 3.17 -0.88 -0.27  0.3690
H -0.12 -1.47 0.81  0.0660
H -0.71 -0.67 -0.79  0.0467

Summary:
HOMO level (alpha / beta) = -0.3267 / -0.3384 Ha
ΔE to the lowest compared entry with this formula, charge and spin = 1.805 eV
Orbital gap (alpha / beta) = 7.998 / 7.669 eV
LUMO (alpha / beta) = -0.893 / -1.540 eV

=====

No. 2
Computed, not measured: the molecule C2H3NO2 in a non-equilibrium geometry, with ωB97M-V/def2-TZVPD.

Last column: Löwdin charge in e.
CARTESIAN COORDINATES (ANGSTROEM)
C -0.37 -0.61 -0.03  -0.1705
C 0.80 -0.72 0.87  -0.1638
H -1.19 2.15 -1.25  0.1763
H -0.82 -1.47 -0.58  0.1251
H 0.97 -1.48 1.70  0.1260
N -0.72 0.29 -0.79  -0.0187
O -0.39 1.69 -0.67  -0.0864
O 1.73 0.14 0.75  0.0120

Summary:
HOMO level = -0.3617 Ha
SMILES string = O=C/C=N\O
ΔE to the lowest compared entry with this formula, charge and spin = 4.149 eV
Orbital gap = 9.450 eV
LUMO = -0.392 eV

=====

No. 3
Computed, not measured: a structure of composition C12H26CsI2O2Sb in a non-equilibrium geometry, with ωB97M-V/def2-TZVPD.

Last column: Löwdin charge in e.
CARTESIAN COORDINATES (ANGSTROEM)
Cs 0.06 -0.66 -0.21  1.0087
I 0.17 0.77 3.89  0.7122
C 0.28 2.87 4.19  -1.1718
I -0.96 3.90 2.81  0.7381
H 1.30 3.18 4.03  -0.0384
H -0.03 3.09 5.20  -0.0397
C 3.03 2.69 -0.33  -0.0177
C 1.99 1.58 -0.52  -0.8457
O 2.39 0.45 -0.92  -0.2731
O 0.80 1.89 -0.26  -0.3214
H 4.04 2.33 -0.53  0.0679
H 2.96 3.08 0.68  0.0673
H 2.79 3.51 -1.00  0.0739
C -6.21 -2.06 0.44  -0.1618
C -5.89 -0.80 -0.37  -0.6034
C -6.20 -1.01 -1.85  -0.1660
Sb -3.82 -0.24 -0.12  1.4323
C -3.82 1.63 -1.24  -0.5875
C -2.95 2.69 -0.56  -0.1608
C -3.34 1.37 -2.66  -0.1684
C -3.84 0.57 1.89  -0.5978
C -5.09 1.38 2.21  -0.1434
C -3.60 -0.52 2.93  -0.1789
H -7.25 -2.36 0.30  0.0767
H -6.05 -1.91 1.51  0.0510
H -5.58 -2.90 0.13  0.0717
H -6.51 0.02 0.00  0.0800
H -5.56 -1.79 -2.28  0.0723
H -6.05 -0.10 -2.43  0.0570
H -7.23 -1.33 -1.99  0.0762
H -4.85 1.99 -1.27  0.0853
H -1.92 2.35 -0.42  0.0558
H -3.34 2.98 0.42  0.0395
H -2.90 3.59 -1.18  0.0850
H -2.29 1.07 -2.66  0.0678
H -3.41 2.28 -3.27  0.0794
H -3.90 0.59 -3.17  0.0537
H -2.97 1.24 1.90  0.0348
H -5.97 0.74 2.26  0.0684
H -5.29 2.15 1.46  0.0643
H -5.00 1.88 3.18  0.0790
H -4.44 -1.23 2.98  0.0590
H -3.49 -0.08 3.93  0.0715
H -2.70 -1.10 2.73  0.0468

Summary:
HOMO level = -0.3050 Ha
Orbital gap = 8.028 eV
LUMO = -0.273 eV